*w*
2 unconnected molecules or ions with the total composition CH5N3O3S. Source: OMol25; level of theory: ωB97M-V/def2-TZVPD.

```
13
Properties=species:S:1:pos:R:3:lowdin_charge:R:1
C 0.0390 -1.5364 -0.1567 -0.410
N 0.2306 -1.7776 -1.3109 0.149
N -0.2108 -1.6596 0.9918 0.030
N 0.9443 0.8099 0.1246 -0.300
O -1.1365 2.0557 0.8478 -0.298
O -0.7319 1.5034 -1.4158 -0.273
O -0.9705 -0.8938 1.8388 0.001
S 0.1804 2.0894 -0.1802 0.955
H 1.0594 -1.3127 -1.8042 0.115
H -1.1841 1.2543 1.3572 0.011
H -0.7965 0.6193 -1.2434 -0.042
H 1.9302 0.9294 0.0971 0.002
H -0.6296 -0.9444 2.6778 0.060
```

Results
Frontier orbital gap in eV: 10.240
Molar mass in g/mol: 139.14
E_LUMO in eV: 0.48
2S+1: 1


*x*
2 unconnected molecules or ions with the total composition CH5N3O3S. Source: OMol25; level of theory: ωB97M-V/def2-TZVPD.

```
13
Properties=species:S:1:pos:R:3:lowdin_charge:R:1
C 1.9725 -0.7762 -0.2097 -0.371
N 2.4319 1.5903 0.0143 0.010
N -2.5560 -0.1145 -0.7987 -0.189
N 2.5083 0.2584 -0.0803 0.003
O 1.5005 -1.8389 -0.4110 0.064
O -0.6323 0.7601 0.3783 -0.446
O -1.7147 -1.2753 1.4313 -0.286
S -1.1765 -0.5394 0.0609 0.816
H 3.1412 1.9816 0.7531 0.140
H 1.4770 1.8144 0.2950 0.063
H -2.6303 -0.5043 -1.7381 0.048
H -2.6442 0.8989 -0.9959 0.067
H -1.6774 -2.2552 1.3007 0.080
```

Results
Frontier orbital gap in eV: 9.383
Molar mass in g/mol: 139.14
E_LUMO in eV: 0.51
2S+1: 1


*x* takes first place; second place is 238.0 kJ/mol up.


*w*
3 unconnected molecules or ions with the total composition C4H17N2O2. Source: OMol25; level of theory: ωB97M-V/def2-TZVPD.

```
25
Properties=species:S:1:pos:R:3:lowdin_charge:R:1
C -1.9030 0.0883 0.4712 -0.226
N -1.8543 -0.8503 1.6096 -0.026
C -0.7498 -0.2181 -0.4969 -0.287
N 0.5112 0.5362 0.0549 0.000
C 0.7607 1.8277 -0.6281 -0.026
C -0.4346 -1.6857 -0.5063 -0.076
H -1.8839 1.0431 0.9663 0.111
H -2.9087 0.1598 0.0198 0.124
H -2.4006 -0.5204 2.3916 0.069
H -2.1063 -1.8894 1.4608 0.117
H -0.8993 0.1786 -1.5610 0.165
H 1.1496 -0.1225 -0.4989 0.148
H 0.7718 0.6395 1.0587 0.102
H 1.1143 2.5591 0.0794 0.096
H -0.1965 2.2191 -0.9800 0.105
H 1.4815 1.5760 -1.4318 0.079
H -1.3695 -2.1997 -0.6444 0.090
H -0.0558 -1.9960 0.4780 0.090
H 0.2937 -2.2168 -1.1166 0.092
H 1.1322 -0.1425 -3.4887 0.094
H 2.4694 0.2076 -2.6612 0.071
O 1.5190 0.1042 -2.6295 -0.052
H 1.2670 0.3529 3.2165 0.083
H 2.5225 -0.1350 2.4384 0.091
O 1.7695 0.4844 2.3980 -0.034
```

Results
Total charge: +1
Frontier orbital gap in eV: 10.072
Molar mass in g/mol: 125.19
E_LUMO in eV: -2.74
2S+1: 1


*x*
3 unconnected molecules or ions with the total composition C4H17N2O2. Source: OMol25; level of theory: ωB97M-V/def2-TZVPD.

```
25
Properties=species:S:1:pos:R:3:lowdin_charge:R:1
C 0.7016 3.2651 -0.3821 -0.048
C -0.2322 2.0616 -0.5023 -0.425
C -0.1317 1.1999 0.7546 -0.150
C -1.2675 0.1717 0.9404 -0.134
N -1.4171 -0.6753 -0.2776 0.180
N 0.0310 1.1928 -1.6655 0.024
H 1.1226 3.5074 -1.3612 0.081
H 0.1440 4.1575 -0.1100 0.084
H 1.5222 3.2012 0.3194 0.080
H -1.2619 2.4144 -0.5786 0.143
H -0.1416 1.8008 1.6621 0.132
H 0.7858 0.6211 0.7550 0.113
H -0.9502 -0.4585 1.7606 0.121
H -2.2103 0.6056 1.2287 0.128
H -2.3845 -0.9500 -0.4427 0.169
H -1.0502 -0.1552 -1.1235 0.120
H 0.0670 1.7187 -2.5304 0.103
H 0.8884 0.6739 -1.4988 0.100
H -0.9389 -1.5733 -0.1982 0.116
H 0.0214 -4.4293 -0.3017 0.064
H 1.0254 -3.3771 -0.3041 0.025
O 0.0896 -3.4867 -0.5383 -0.070
H 1.8710 -3.0836 2.1711 0.056
H 2.0908 -1.5459 1.9690 0.043
O 1.7583 -2.3494 1.5611 -0.052
```

Results
Total charge: +1
Frontier orbital gap in eV: 11.075
Molar mass in g/mol: 125.19
E_LUMO in eV: -2.67
2S+1: 1


*x* takes first place; second place is 147.9 kJ/mol up.


*w*
2 unconnected molecules or ions with the total composition C12H16N2O. Source: OMol25; level of theory: ωB97M-V/def2-TZVPD.

```
31
Properties=species:S:1:pos:R:3:lowdin_charge:R:1
C -0.8047 -0.5344 -2.6618 -0.076
C -0.6538 0.8733 -2.3952 -0.221
C -0.5612 2.0562 -3.1412 -0.093
N -0.2377 3.1176 -2.3956 0.050
C -0.0879 2.6749 -1.0519 -0.143
C 0.0364 3.3696 0.2789 -0.038
C -0.0310 2.5795 1.4116 -0.147
C -0.1617 1.1656 1.4102 -0.121
C -0.3837 0.5836 0.1670 -0.083
C -0.4142 1.2930 -0.9623 -0.168
H -0.8310 -0.6890 -3.8195 0.119
H -1.7949 -0.8467 -2.2163 0.106
H -0.0454 -1.0929 -2.2442 0.022
H -0.6604 2.0786 -4.1765 0.099
H -0.2223 4.1287 -2.6840 0.180
H 0.1750 4.4963 0.1089 0.118
H 0.0273 3.3152 2.3735 0.144
H -0.3811 0.6703 2.4350 0.132
H -0.2088 -0.6239 0.3969 0.139
C 1.2746 -3.0466 -0.0283 -0.086
C 1.6078 -2.4603 1.3761 -0.123
C 0.4392 -2.9457 2.2849 -0.477
N -0.9057 -3.0525 1.8615 0.163
O 0.6650 -3.2424 3.4697 0.005
H 2.1085 -3.3689 -0.6168 0.066
H 0.9442 -2.2898 -0.6730 0.014
H 0.5374 -3.8630 0.0391 0.087
H 2.4863 -2.8969 1.7005 0.073
H 1.7202 -1.3350 1.6057 0.138
H -1.6016 -3.0987 2.6004 0.118
H -1.1281 -2.7539 1.0236 0.003
```

Results
Frontier orbital gap in eV: 8.681
Molar mass in g/mol: 204.27
E_LUMO in eV: 0.74
2S+1: 1
SMILES: Cc1c[nH]c2ccccc12.CCC(N)=O


*x*
2 unconnected molecules or ions with the total composition C12H16N2O. Source: OMol25; level of theory: ωB97M-V/def2-TZVPD.

```
31
Properties=species:S:1:pos:R:3:lowdin_charge:R:1
C -1.6862 3.2288 0.1263 -0.046
C -1.4249 1.9509 0.8694 -0.234
C -2.3284 1.1064 1.4484 -0.046
N -1.6820 0.0388 2.0985 0.083
C -0.3268 0.1206 1.7896 -0.235
C 0.7208 -0.7711 1.8408 -0.035
C 1.9420 -0.3737 1.3149 -0.124
C 2.2417 0.9772 1.0511 -0.078
C 1.1317 1.8289 0.9160 -0.026
C -0.1513 1.3439 1.1134 -0.180
H -2.7482 3.1372 -0.1600 0.081
H -1.1006 3.2807 -0.8023 0.076
H -1.4279 4.1916 0.5804 0.081
H -3.3869 1.2838 1.4546 0.115
H -1.9423 -0.9226 2.2607 0.145
H 0.4622 -1.7279 2.2663 0.112
H 2.8280 -0.9511 1.6007 0.108
H 3.1873 1.3560 0.6929 0.098
H 1.2007 2.8198 0.4732 0.110
C 1.0344 -0.2631 -3.0412 -0.093
C 1.4477 -1.4214 -2.1094 -0.143
C 0.2130 -2.2847 -1.9002 -0.547
N -0.9296 -1.6522 -1.4616 0.153
O 0.0908 -3.4480 -2.2550 0.032
H 0.2171 -0.6314 -3.6625 0.080
H 1.8390 0.1598 -3.6295 0.068
H 0.6330 0.5699 -2.4590 0.060
H 2.1715 -2.0031 -2.6873 0.116
H 1.7545 -1.0990 -1.1078 0.085
H -1.7577 -2.1169 -1.1337 0.102
H -0.8605 -0.7110 -1.0904 0.083
```

Results
Frontier orbital gap in eV: 8.957
Molar mass in g/mol: 204.27
E_LUMO in eV: 0.63
2S+1: 1
SMILES: Cc1c[nH]c2ccccc12.CCC(N)=O


*x* takes first place; second place is 228.9 kJ/mol up.


*w*
CH4N2O2S in the gas phase. Source: OMol25; level of theory: ωB97M-V/def2-TZVPD.

```
10
Properties=species:S:1:pos:R:3:lowdin_charge:R:1
O 0.4266 0.3797 1.4788 -0.205
N -0.6279 -0.5744 0.9530 -0.052
C -0.1897 -0.9268 -0.3158 -0.988
S -0.2747 -2.4792 -0.6920 0.673
N 0.1668 0.1820 -1.0010 -0.088
O -0.1753 1.4158 -0.5593 -0.072
H 0.1142 1.5182 1.2148 0.231
H -0.5343 -1.4509 1.6262 0.153
H 0.3127 0.2289 -2.0608 0.194
H 0.7815 1.7067 -0.6440 0.153
```

Results
Frontier orbital gap in eV: 8.824
Molar mass in g/mol: 108.12
E_LUMO in eV: 0.14
2S+1: 1
SMILES: ONC(=S)NO


*x*
CH4N2O2S in the gas phase. Source: OMol25; level of theory: ωB97M-V/def2-TZVPD.

```
10
Properties=species:S:1:pos:R:3:lowdin_charge:R:1
C -0.2951 -0.3028 -0.4797 -0.200
N 0.6385 0.6926 -0.3798 -0.175
N 1.3136 0.8815 1.0491 -0.074
S 2.3338 -0.0761 0.0061 0.746
O 3.5819 0.5833 -0.4449 -0.327
O 2.5280 -1.4602 0.1278 -0.268
H -0.2766 -0.7411 -1.4468 0.090
H -0.1102 -1.1751 0.2240 0.105
H -1.2158 0.0128 -0.2345 0.047
H 1.6754 1.8081 0.9724 0.056
```

Results
Frontier orbital gap in eV: 10.293
Molar mass in g/mol: 108.12
E_LUMO in eV: -0.20
2S+1: 1
SMILES: CN1NS1(=O)=O


*y*
CH4N2O2S in the gas phase. Source: OMol25; level of theory: ωB97M-V/def2-TZVPD.

```
10
Properties=species:S:1:pos:R:3:lowdin_charge:R:1
C 0.7457 -0.2144 1.3824 -0.351
N 0.2739 -0.2690 0.2574 -0.131
N -0.1002 0.5020 -2.0740 -0.190
O -2.0347 0.2399 -0.4380 -0.473
O 0.2306 -0.8159 2.5016 0.049
S -0.9328 -0.5040 -0.9361 0.833
H 1.5799 0.5604 1.5487 0.151
H 1.0262 -0.9440 2.9833 0.067
H -0.3394 0.0426 -2.9561 0.023
H -0.4491 1.4024 -2.2692 0.023
```

Results
Frontier orbital gap in eV: 9.802
Molar mass in g/mol: 108.12
E_LUMO in eV: 0.65
2S+1: 1


*y* takes first place; second place is 201.3 kJ/mol up.


*w*
C17H21N3O3S in the gas phase. Source: OMol25; level of theory: ωB97M-V/def2-TZVPD.

```
45
Properties=species:S:1:pos:R:3:lowdin_charge:R:1
C -4.7397 0.3139 1.5119 -0.056
C -4.5799 -0.4112 0.1762 -0.200
N -4.2465 0.4970 -0.9010 -0.067
C -5.3461 1.0954 -1.6370 -0.201
C -5.8221 0.1917 -2.7703 -0.067
C -2.9862 0.8831 -1.1991 -0.435
O -2.7275 1.7055 -2.0565 0.083
C -1.8905 0.2279 -0.4026 -0.140
C -1.2754 0.9316 0.6263 -0.004
C -0.2418 0.3498 1.3414 -0.041
C 0.1721 -0.9249 1.0122 -0.287
S 1.5136 -1.6811 1.9155 0.654
O 1.3126 -3.0998 1.9549 -0.286
O 1.7120 -0.9578 3.1393 -0.288
N 2.7970 -1.4054 0.8904 -0.129
C 3.6789 -0.2897 1.1307 -0.187
C 3.8533 0.5790 -0.0869 -0.189
C 5.0302 1.2875 -0.2986 -0.034
C 5.1462 2.0872 -1.4233 -0.062
C 4.0752 2.1422 -2.3025 -0.155
N 2.9528 1.4703 -2.1144 0.068
C 2.8454 0.7153 -1.0378 -0.097
C -0.4068 -1.6255 -0.0280 -0.046
C -1.4421 -1.0460 -0.7403 -0.009
H -5.4842 1.1026 1.4345 0.073
H -5.0563 -0.3884 2.2781 0.076
H -3.7949 0.7569 1.8163 0.062
H -3.8035 -1.1734 0.2682 0.112
H -5.5162 -0.9098 -0.0859 0.119
H -4.9817 2.0377 -2.0523 0.118
H -6.1643 1.3025 -0.9427 0.119
H -5.0086 0.0200 -3.4701 0.078
H -6.1637 -0.7685 -2.3890 0.066
H -6.6434 0.6656 -3.3007 0.073
H -1.6060 1.9324 0.8605 0.129
H 0.2405 0.8608 2.1594 0.116
H 3.2177 -2.2469 0.5378 0.120
H 4.6597 -0.6225 1.4925 0.130
H 3.2134 0.2905 1.9350 0.120
H 5.8436 1.2130 0.4101 0.113
H 6.0473 2.6492 -1.6141 0.100
H 4.1134 2.7471 -3.1985 0.103
H 1.9099 0.1836 -0.9233 0.103
H -0.0485 -2.6176 -0.2516 0.118
H -1.9047 -1.5775 -1.5590 0.129
```

Results
Frontier orbital gap in eV: 9.905
Molar mass in g/mol: 347.44
E_LUMO in eV: 0.55
2S+1: 1
SMILES: CCN(CC)C(=O)c1ccc(S(=O)(=O)NCc2cccnc2)cc1


*x*
A molecular structure, C17H21N3O3S. Source: OMol25; level of theory: ωB97M-V/def2-TZVPD.

```
45
Properties=species:S:1:pos:R:3:lowdin_charge:R:1
O -1.9400 0.2010 0.4728 0.090
O -3.2598 -1.2268 -4.4839 -0.348
O -1.1377 -2.5770 -4.6980 -0.334
N 0.7239 1.0670 -3.2483 0.175
C -0.9917 -0.5096 0.7394 -0.418
C -0.0439 0.1291 -3.4958 -0.355
C 0.0600 0.1772 -1.2965 -0.177
C -0.5209 -0.4333 -2.3101 -0.203
C -1.5451 -0.5851 6.0012 -0.032
C -0.2969 -0.4693 5.2785 -0.091
C -2.6420 -1.0559 5.1726 -0.125
C -0.2247 -0.8291 3.9623 -0.081
C -2.5416 -1.4687 3.9119 -0.058
C -1.2800 -1.3209 3.1663 -0.182
N 0.1947 -0.3773 0.0001 0.130
N 0.9298 1.1286 -1.8598 0.052
C -1.1141 -1.7387 1.6964 -0.042
C 2.4769 3.0997 -1.6730 -0.059
C 3.4236 0.8113 -1.5543 -0.029
C 2.0344 1.7099 0.3324 -0.053
C 2.1665 1.7029 -1.1961 -0.503
C -0.9135 0.0471 -4.6968 -0.123
C -1.6464 -1.4071 -2.3628 -0.116
S -1.8185 -1.3749 -4.1554 0.759
H -1.7940 -0.2812 7.0338 0.102
H 0.5003 -0.0982 5.8836 0.089
H -3.6136 -1.0538 5.6815 0.104
H 0.7110 -0.5778 3.4358 0.114
H -3.4168 -1.7642 3.2769 0.125
H 0.8053 -1.2085 0.1194 0.165
H -2.0898 -2.2405 1.5382 0.125
H -0.3073 -2.4482 1.6919 0.107
H 2.4849 3.0659 -2.7743 0.087
H 1.5940 3.7494 -1.4410 0.105
H 3.2942 3.5806 -1.2251 0.065
H 3.5791 0.7685 -2.5849 0.046
H 4.3878 1.2605 -1.0898 0.123
H 3.3549 -0.2223 -1.2905 0.061
H 2.6835 2.5232 0.7646 0.108
H 1.0759 2.0281 0.6532 0.071
H 2.2771 0.7571 0.7718 0.064
H -0.3463 -0.0677 -5.5392 0.083
H -1.5892 0.9670 -4.7931 0.158
H -1.2431 -2.3802 -2.0258 0.132
H -2.4411 -1.0580 -1.7901 0.089
```

Results
Frontier orbital gap in eV: 9.428
Molar mass in g/mol: 347.44
E_LUMO in eV: 0.19
2S+1: 1


*w* takes first place; second place is 327.7 kJ/mol up.